# 1
{
  "formula": "C43H32BiCl4N4O6Sb2",
  "method": "ωB97M-V with the def2-TZVPD basis set",
  "species": ["Bi", "Sb", "Sb", "Cl", "Cl", "Cl", "Cl", "O", "O", "O", "O", "O", "O", "N", "N", "N", "N", "C", "C", "C", "C", "C", "C", "C", "C", "C", "C", "C", "C", "C", "C", "C", "C", "C", "C", "C", "C", "C", "C", "C", "C", "C", "C", "C", "C", "C", "C", "C", "C", "C", "C", "C", "C", "C", "C", "C", "C", "C", "C", "C", "H", "H", "H", "H", "H", "H", "H", "H", "H", "H", "H", "H", "H", "H", "H", "H", "H", "H", "H", "H", "H", "H", "H", "H", "H", "H", "H", "H", "H", "H", "H", "H"],
  "positions_angstrom": [[0.53, 0.20, -0.41], [-2.07, 1.05, 1.77], [1.38, 0.32, 3.04], [-2.68, -6.37, -3.17], [0.03, -2.04, -4.85], [-3.92, 1.40, -2.43], [-1.93, 2.01, -7.40], [1.65, 0.92, -2.34], [-0.40, 3.17, 0.43], [-1.15, 1.08, -1.68], [1.51, 2.34, 0.06], [-0.26, -2.07, 0.74], [0.31, -1.45, -2.03], [4.02, -2.74, -0.47], [0.80, 3.38, 0.25], [2.73, -0.68, -0.15], [3.57, -4.83, 0.78], [1.19, 1.20, -3.44], [3.45, 3.41, 5.43], [-0.91, -3.35, -1.18], [3.84, -3.54, 4.86], [3.34, -1.67, -0.27], [-5.83, 3.83, 0.21], [-3.60, -2.39, 4.06], [2.64, 1.90, 3.72], [-2.92, -1.56, 3.18], [-0.39, 1.59, -5.22], [3.75, -3.83, 0.22], [3.70, -2.39, 5.63], [2.45, -1.34, 3.86], [4.37, 3.50, 3.21], [-4.23, 0.31, 3.93], [-0.77, -3.05, 0.22], [3.28, -3.59, 3.59], [-4.91, -0.52, 4.81], [-0.18, 1.35, -3.85], [-2.56, 1.46, -3.50], [-0.96, 1.67, 4.66], [-4.96, 1.71, 0.95], [-4.59, -1.87, 4.88], [-3.22, -0.20, 3.10], [-1.80, -4.91, -2.78], [3.02, -1.30, 5.13], [2.59, -2.49, 3.10], [-3.53, 3.63, 0.89], [-0.60, -2.99, -3.55], [-1.66, 1.73, -5.71], [-1.27, 2.33, 3.32], [-4.58, 4.40, 0.41], [3.52, 2.48, 2.81], [-1.26, 1.28, -2.93], [-3.71, 2.28, 1.17], [-1.29, -4.14, -3.83], [-0.11, 0.40, 4.60], [-6.02, 2.48, 0.47], [2.61, 2.38, 5.03], [4.34, 3.97, 4.52], [-0.36, -2.52, -2.21], [-2.76, 1.67, -4.84], [-1.61, -4.53, -1.49], [0.46, 1.63, -5.89], [-0.37, 2.77, 2.89], [0.39, 0.21, 5.56], [4.15, -2.35, 6.62], [-5.12, -2.52, 5.57], [-3.34, -3.44, 4.12], [1.93, 1.36, -4.25], [-2.12, -1.96, 2.56], [3.42, 3.77, 6.45], [-5.68, -0.11, 5.44], [-2.00, -5.13, -0.68], [-6.98, 2.02, 0.30], [-6.65, 4.43, -0.17], [-2.55, 4.08, 1.01], [-0.45, 2.41, 5.29], [4.39, -4.39, 5.24], [-4.42, 5.45, 0.20], [3.40, -4.46, 2.95], [-0.73, -0.48, 4.41], [-1.90, 1.43, 5.18], [1.91, 1.96, 5.75], [5.00, 4.77, 4.83], [2.94, -0.40, 5.74], [-3.76, 1.80, -5.23], [3.53, 2.15, 1.78], [-1.43, -4.44, -4.85], [-1.20, -3.82, 0.89], [-5.12, 0.66, 1.15], [2.16, -2.54, 2.10], [-4.49, 1.36, 3.87], [-1.99, 3.15, 3.45], [5.05, 3.94, 2.50]],
  "mulliken_charge": [2.6428, 0.8445, -0.2403, -0.2579, -0.1964, -0.1525, -0.2625, -0.4871, -0.2560, -0.0576, -0.3093, 0.0149, -0.5655, -0.8590, -0.1302, -0.4814, -0.7020, -0.5893, -0.8014, 1.0917, -0.5634, 0.7308, -0.4577, -0.5561, 0.7725, -0.4436, -0.9673, 0.6226, -0.6977, 0.4463, -0.6392, -0.4822, -0.1578, -0.7972, -0.6793, 1.1628, 0.2726, -0.6172, -0.4781, -0.4778, 0.3605, 0.1407, -0.1989, -0.1377, -0.3582, 0.4246, 0.2583, -1.2826, -0.6783, -0.6768, -0.1998, 0.2725, -0.6073, -1.2859, -0.6290, -0.2836, -0.4599, -0.5531, -0.7258, -1.1278, 0.3856, 0.3450, 0.6247, 0.3768, 0.3641, 0.4283, 0.2073, 0.2367, 0.3885, 0.3875, 0.4222, 0.3739, 0.3707, 0.3908, 0.4772, 0.3711, 0.3955, 0.5695, 0.5255, 0.3406, 0.2915, 0.3630, 0.2615, 0.4704, 0.3875, 0.4556, 0.1639, 0.4102, 0.1029, 0.4740, 0.7441, 0.4036],
  "energy_ev": -132360.181,
  "gap_ev": 7.75,
  "homo_ha": -0.220,
  "spin_multiplicity": 1,
  "charge": -1,
  "fmax_ha_per_bohr": 0.009,
  "e_above_lowest_ev": 0.1096
}


# 2
{
  "formula": "C43H32Cl2F5N7O3W",
  "method": "ωB97M-V with the def2-TZVPD basis set",
  "species": ["W", "Cl", "Cl", "F", "F", "F", "F", "F", "O", "O", "O", "N", "N", "N", "N", "N", "N", "N", "C", "C", "C", "C", "C", "C", "C", "C", "C", "C", "C", "C", "C", "C", "C", "C", "C", "C", "C", "C", "C", "C", "C", "C", "C", "C", "C", "C", "C", "C", "C", "C", "C", "C", "C", "C", "C", "C", "C", "C", "C", "C", "C", "H", "H", "H", "H", "H", "H", "H", "H", "H", "H", "H", "H", "H", "H", "H", "H", "H", "H", "H", "H", "H", "H", "H", "H", "H", "H", "H", "H", "H", "H", "H", "H"],
  "positions_angstrom": [[1.36, -0.58, 0.16], [4.29, -0.02, -6.02], [2.16, -2.32, -6.43], [3.34, -0.09, 1.66], [4.24, 1.74, 4.50], [5.24, 0.17, 3.39], [4.97, 2.13, 2.50], [2.47, -0.01, 3.66], [0.72, -4.13, -1.75], [4.08, 1.76, -0.19], [-0.21, -1.81, 2.72], [1.37, -1.95, -1.31], [2.34, -2.59, 0.99], [-3.02, 0.13, -0.05], [-1.46, 1.15, 1.22], [0.97, 1.38, -1.31], [-0.79, -0.56, -0.28], [3.03, -0.14, -1.02], [-4.66, 0.23, 1.75], [3.26, 1.23, -0.89], [1.73, -2.15, -3.79], [3.39, -0.63, -4.69], [-1.72, 0.20, 0.29], [-1.32, -1.48, -1.29], [-2.16, -3.07, 0.51], [-4.05, 0.84, 0.66], [-6.02, 2.17, 2.06], [2.71, -5.22, 1.83], [3.04, -2.87, 2.09], [-0.28, 1.66, 1.78], [-3.76, 2.78, -0.93], [1.94, -1.59, -2.54], [2.14, 2.00, -1.53], [2.89, -0.58, -2.35], [2.12, 1.81, 2.19], [0.61, 3.33, 3.36], [0.36, -1.47, 1.80], [2.45, -1.65, -4.87], [-0.09, 3.16, -2.49], [3.26, -4.16, 2.53], [-5.65, 0.89, 2.46], [1.86, 2.89, 3.15], [-2.56, -3.41, -1.93], [2.27, 3.20, -2.19], [1.19, -3.30, -1.03], [1.98, -4.95, 0.68], [3.63, -0.10, -3.42], [1.12, 3.79, -2.71], [4.43, 1.22, 3.29], [1.83, -3.63, 0.29], [-4.42, 2.12, 0.25], [-2.01, -2.63, -0.92], [-0.48, 2.70, 2.70], [-1.71, -1.94, -3.62], [-2.42, -3.08, -3.27], [3.07, 0.75, 2.72], [-0.13, 1.97, -1.78], [0.98, 1.11, 1.51], [-1.86, 3.18, 3.03], [-5.41, 2.77, 0.97], [-1.16, -1.14, -2.63], [-1.08, 1.48, -1.60], [3.25, 3.64, -2.31], [-1.84, 3.96, 3.78], [-2.84, -3.92, 0.57], [-0.59, -0.27, -2.91], [1.17, 4.71, -3.26], [2.71, 2.29, 1.38], [3.44, -2.03, 2.64], [1.55, -5.72, 0.06], [-3.10, -4.31, -1.66], [-4.36, -0.78, 2.03], [-3.81, 2.14, -1.82], [-6.13, 0.41, 3.30], [-2.48, 2.35, 3.40], [-4.25, 3.72, -1.17], [2.71, 3.35, 3.65], [-2.35, 3.58, 2.14], [-5.73, 3.76, 0.66], [-6.80, 2.69, 2.60], [1.01, -2.94, -3.93], [-2.31, 1.59, 1.53], [4.40, 0.64, -3.30], [-2.55, -2.29, 1.16], [3.85, -4.32, 3.42], [-2.71, 3.00, -0.74], [0.41, 4.14, 4.04], [-1.57, -1.68, -4.66], [-1.02, 3.58, -2.88], [2.86, -6.24, 2.16], [-3.28, -0.62, -0.67], [-1.20, -3.40, 0.93], [-2.86, -3.71, -4.03]],
  "mulliken_charge": [3.3788, -0.1599, -0.1709, -0.3576, -0.2338, -0.2341, -0.1845, -0.3552, -0.5824, -0.5685, -0.3484, 1.1170, -0.5758, 0.9145, 1.0626, 0.9204, 1.0031, -0.4568, -0.0710, -0.6986, -0.5891, 0.1149, -0.3712, -1.1231, -0.6179, -0.8565, -0.7086, -0.6590, -0.0415, 0.3010, -1.0498, -0.1910, 1.2894, 0.1945, 0.8975, -1.6129, 0.0611, -0.2105, -1.2517, -1.0941, -0.8860, -1.0656, -0.8214, -1.2796, -0.0855, -0.6805, -0.9014, -0.8888, 0.3343, 0.2488, 1.4049, 0.9378, 1.7268, -0.8803, -1.1813, 0.8604, -0.2248, -0.2922, -1.6661, -0.8704, -0.3847, 0.6421, 0.6454, 0.4948, 0.5402, 0.4466, 0.4988, 0.0155, 0.4113, 0.5878, 0.4819, 0.4229, 0.2998, 0.4588, 0.4004, 0.4954, 0.6028, 0.3624, 0.4484, 0.4387, 0.7602, -0.6794, 0.6671, -0.1864, 0.5156, 0.0888, 0.4818, 0.4965, 0.6043, 0.4983, 0.3362, -0.0013, 0.4395],
  "energy_ev": -102129.371,
  "gap_ev": 5.36,
  "homo_ha": -0.464,
  "spin_multiplicity": 1,
  "charge": 2,
  "fmax_ha_per_bohr": 0.010,
  "e_above_lowest_ev": 0.0000
}


# 3
{
  "formula": "C43H32NO4P2ReS6Sb",
  "method": "ωB97M-V with the def2-TZVPD basis set",
  "species": ["Re", "Sb", "S", "S", "S", "S", "S", "S", "P", "P", "O", "O", "O", "O", "N", "C", "C", "C", "C", "C", "C", "C", "C", "C", "C", "C", "C", "C", "C", "C", "C", "C", "C", "C", "C", "C", "C", "C", "C", "C", "C", "C", "C", "C", "C", "C", "C", "C", "C", "C", "C", "C", "C", "C", "C", "C", "C", "C", "H", "H", "H", "H", "H", "H", "H", "H", "H", "H", "H", "H", "H", "H", "H", "H", "H", "H", "H", "H", "H", "H", "H", "H", "H", "H", "H", "H", "H", "H", "H", "H"],
  "positions_angstrom": [[-0.21, 0.16, 0.85], [-2.78, 4.28, 2.54], [-2.13, 1.94, 1.37], [-2.09, 2.12, -3.32], [-1.30, 0.62, 2.73], [-2.51, 3.77, 4.62], [-3.77, 5.20, 0.88], [1.33, -0.69, 2.50], [1.36, 1.89, 0.64], [0.19, -2.22, 0.15], [-1.64, -0.21, -0.44], [0.74, -1.17, 3.76], [-1.72, 1.74, -4.64], [-1.85, 3.49, -2.95], [-1.30, 1.18, -2.21], [1.97, 1.25, -3.28], [2.35, -2.05, 1.84], [3.07, -0.48, -2.08], [2.65, 0.04, -0.86], [2.72, 0.10, -3.28], [2.54, 0.62, 2.78], [1.39, 1.75, -2.11], [-4.65, 0.03, -1.07], [0.68, 3.54, 0.66], [-5.92, 0.55, -1.41], [3.71, -4.21, 0.86], [0.91, 4.28, 1.83], [1.71, 1.11, -0.88], [-4.95, 1.99, -3.12], [-2.41, -3.14, 0.39], [-0.51, 5.41, -0.35], [-3.57, 0.57, -1.77], [4.46, 2.55, 3.16], [2.51, -3.77, 0.24], [-0.14, -3.70, -4.14], [-0.10, -2.34, -3.93], [0.12, -2.72, -1.55], [3.52, -2.49, 2.50], [-2.10, 0.48, -1.45], [-0.11, -4.60, -3.12], [0.04, -4.10, -1.80], [0.07, -1.82, -2.68], [-2.01, -4.02, 3.01], [-0.07, 4.08, -0.38], [-3.20, -4.33, 2.35], [-1.18, -3.05, 1.01], [3.40, 0.51, 3.85], [3.64, 2.61, 2.03], [4.17, -3.56, 1.99], [2.59, 1.72, 1.91], [-3.72, 1.55, -2.73], [-3.42, -3.80, 1.05], [-0.96, -3.42, 2.33], [-0.27, 6.15, 0.80], [1.77, -2.75, 0.79], [4.31, 1.54, 4.12], [-6.05, 1.43, -2.48], [0.34, 5.58, 1.94], [3.37, -0.38, 4.50], [3.03, -0.33, 0.09], [3.87, -2.02, 3.41], [-6.80, 0.09, -0.89], [-0.20, -4.06, -5.12], [-7.05, 1.68, -2.85], [0.02, -3.36, 2.81], [-4.56, -0.65, -0.25], [-0.58, 7.22, 0.87], [0.16, -0.78, -2.51], [0.81, 2.63, -2.14], [-2.50, -2.84, -0.66], [0.05, -4.72, -0.90], [-1.87, -4.42, 3.95], [5.14, 3.34, 3.26], [-0.06, -5.69, -3.31], [-3.95, -4.93, 2.85], [4.99, 1.50, 4.97], [3.57, -1.42, -2.03], [3.23, -0.26, -4.15], [2.29, -4.24, -0.67], [3.75, 3.34, 1.24], [-4.30, -4.20, 0.59], [0.63, 6.10, 2.88], [1.43, 3.89, 2.68], [-0.63, 3.51, -1.15], [1.73, 1.82, -4.15], [5.12, -3.89, 2.46], [4.19, -5.12, 0.51], [-1.10, 5.85, -1.15], [-5.21, 2.80, -3.82], [-0.19, -1.68, -4.76]],
  "mulliken_charge": [1.9466, 1.0461, -0.0753, 1.1885, -0.1227, -0.2849, -0.2447, 0.8476, 1.6280, 1.5857, -0.3927, -0.7318, -0.6535, -0.6645, 0.0871, -0.5798, 1.0478, -0.5732, -0.9503, -1.0164, 0.0821, -1.1057, -0.6015, 1.2779, -0.7278, -0.9342, -1.2201, 1.2711, -0.7412, -0.5387, -1.1465, 0.1048, -0.7417, -1.5877, -0.6706, -0.6544, 0.7070, -1.1817, 0.1925, -0.9623, -0.5152, -0.2334, -1.0930, 0.8441, -0.6842, 1.2682, -0.1966, -0.3781, -0.8801, -0.4957, 0.1081, -1.0521, -0.3681, -0.7162, 1.0741, -1.1208, -0.6097, -0.9846, 0.5605, 0.6751, 0.3101, 0.4211, 0.5330, 0.4346, 0.1823, 0.6143, 0.3919, 0.0188, 0.4508, 0.5383, 0.5942, 0.6253, 0.5481, 0.4313, 0.4805, 0.4571, 0.5123, 0.5471, 0.6751, 0.6251, 0.4869, 0.4644, 0.4247, -0.1257, 0.5536, 0.4413, 0.4937, 0.6284, 0.4928, 0.6372],
  "energy_ev": -147019.350,
  "gap_ev": [5.92, 5.92],
  "homo_ha": [-0.597, -0.597],
  "spin_multiplicity": 1,
  "charge": 3,
  "fmax_ha_per_bohr": 0.056,
  "e_above_lowest_ev": 0.3864
}